19
Properties=species:S:1:pos:R:3 method="wB97M-V/def2-TZVPD" de_lowest_kj_mol=439.1 fmax_ha_per_bohr=0.0330 e_tot_ha=-310.89202
C 1.884 -0.858 -0.085
C 0.936 0.200 0.377
O 0.898 0.442 1.721
C 0.233 1.317 -0.283
C -1.279 1.131 0.068
C -1.605 -0.385 0.184
C -0.809 -0.986 -0.903
H 2.364 -0.562 -1.016
H 1.235 -1.721 -0.356
H 2.648 -1.095 0.678
H 1.605 0.000 2.216
H 0.577 2.298 0.085
H 0.426 1.229 -1.353
H -1.520 1.644 1.001
H -1.861 1.573 -0.745
H -2.692 -0.532 0.106
H -1.277 -0.776 1.154
H -1.314 -0.940 -1.864
H -0.448 -1.978 -0.985